No. 1
{"formula": "C28H38ClIN8O5STl", "method": "the ωB97M-V functional and the def2-TZVPD basis", "e_lumo_ev": -2.10, "total_charge": 1, "energy_ev": -87961.44514, "homo_lumo_gap_ev": 7.517, "e_above_lowest_ev": 0.9803, "max_force_ev_per_a": 2.9, "elements": ["Tl", "Cl", "C", "C", "C", "I", "C", "O", "C", "N", "C", "C", "C", "C", "H", "H", "H", "H", "O", "C", "O", "C", "C", "C", "C", "C", "C", "S", "H", "H", "H", "H", "N", "C", "C", "C", "N", "C", "C", "N", "C", "H", "H", "H", "H", "H", "H", "H", "H", "H", "H", "H", "H", "H", "H", "H", "H", "N", "C", "C", "C", "C", "N", "C", "N", "N", "C", "O", "O", "H", "H", "H", "H", "H", "H", "H", "H", "H", "H", "H", "H", "H", "H"], "xyz": [[-0.17, 0.14, 0.87], [1.17, 3.87, 6.92], [1.29, 2.81, 5.54], [2.34, 1.95, 5.44], [2.47, 1.10, 4.31], [4.09, -0.19, 4.19], [1.56, 1.11, 3.28], [1.66, 0.39, 2.19], [0.43, 1.99, 3.44], [-0.50, 1.94, 2.45], [-1.54, 2.74, 2.48], [-1.74, 3.66, 3.52], [-0.84, 3.70, 4.55], [0.29, 2.85, 4.54], [3.09, 1.93, 6.22], [-2.24, 2.66, 1.65], [-2.60, 4.31, 3.51], [-0.97, 4.39, 5.37], [-0.80, -3.00, -2.01], [-1.30, -1.80, -1.68], [-0.56, -0.84, -1.58], [-2.77, -1.77, -1.45], [-3.55, -2.56, -2.31], [-4.92, -2.64, -2.17], [-5.52, -1.94, -1.12], [-4.76, -1.18, -0.26], [-3.37, -1.04, -0.41], [-2.66, 0.02, 0.80], [-3.06, -3.10, -3.11], [-5.51, -3.23, -2.85], [-6.59, -2.00, -0.97], [-5.24, -0.65, 0.56], [-2.05, -4.14, -0.22], [-1.16, -3.48, 0.74], [-1.55, -3.61, 2.22], [-0.57, -2.87, 3.14], [-0.77, -1.42, 2.95], [0.88, -3.26, 2.86], [1.25, -3.27, 1.38], [1.36, -1.92, 0.82], [0.25, -4.02, 0.53], [-3.01, -3.88, -0.06], [-1.98, -5.15, -0.14], [-1.36, -3.69, -1.61], [-1.17, -2.42, 0.50], [-1.55, -4.67, 2.50], [-2.56, -3.23, 2.38], [-0.79, -3.14, 4.18], [-0.22, -0.91, 3.64], [-1.74, -1.17, 3.10], [1.03, -4.27, 3.24], [1.56, -2.61, 3.42], [2.22, -3.78, 1.30], [1.75, -1.98, -0.12], [2.01, -1.38, 1.39], [0.28, -5.08, 0.80], [0.52, -3.94, -0.52], [1.71, 0.61, -0.55], [1.68, 1.95, -1.15], [2.74, 2.08, -2.27], [3.08, 3.50, -2.76], [3.11, 3.72, -4.28], [1.80, 3.42, -4.84], [1.55, 2.67, -5.89], [2.47, 2.46, -6.84], [0.34, 2.11, -5.99], [0.19, 2.27, -1.48], [-0.14, 2.75, -2.59], [-0.60, 2.02, -0.55], [2.52, 0.49, 0.05], [1.70, -0.11, -1.27], [1.93, 2.64, -0.34], [2.44, 1.43, -3.10], [3.64, 1.64, -1.85], [4.07, 3.78, -2.39], [2.38, 4.22, -2.32], [3.87, 3.08, -4.74], [3.38, 4.76, -4.48], [1.05, 3.38, -4.12], [3.28, 3.06, -6.89], [2.23, 1.96, -7.68], [-0.27, 2.14, -5.18], [0.05, 1.61, -6.81]], "mulliken_charge": [2.077, -0.256, 0.503, -0.473, -0.346, -0.024, -0.647, -0.493, 0.982, 0.109, -0.030, -1.282, -0.663, -0.234, 0.451, 0.539, 0.419, 0.454, -0.613, -0.102, -0.522, 0.032, -0.361, -0.690, -0.689, -1.074, 1.764, -0.420, 0.427, 0.430, 0.409, 0.495, -0.313, 2.729, -2.059, 0.021, -0.347, -1.238, -0.126, -0.275, -1.669, 0.290, 0.296, 0.464, -1.934, 0.427, 0.450, 0.375, 0.220, 0.296, 0.521, 0.370, 0.369, 0.236, 0.265, 0.539, 0.546, -0.474, -0.175, -0.491, -1.166, -0.853, -0.084, 0.845, -0.392, -0.347, 0.243, -0.893, -0.436, 0.407, 0.394, 0.292, 0.267, 0.507, 0.427, 0.456, 0.459, 0.326, 0.208, 0.238, 0.215, 0.207, 0.197]}

No. 2
{"formula": "CH4N2PS", "method": "the ωB97M-V functional and the def2-TZVPD basis", "e_lumo_ev": -6.32, "total_charge": 1, "energy_ev": -24197.60179, "homo_lumo_gap_ev": 7.386, "e_above_lowest_ev": 1.7370, "max_force_ev_per_a": 3.5, "elements": ["C", "N", "N", "P", "S", "H", "H", "H", "H"], "xyz": [[-0.90, -0.02, 0.18], [-0.13, 0.97, 0.38], [-0.68, -1.02, -0.64], [3.22, 0.10, 0.06], [1.91, 1.51, 0.00], [-1.92, -0.15, 0.59], [-0.31, 1.71, 1.04], [-1.39, -1.85, -0.54], [0.21, -1.25, -1.06]], "mulliken_charge": [0.234, -0.485, -0.345, 0.345, 0.171, 0.261, 0.320, 0.285, 0.213]}

No. 3
{"formula": "C16H23F3FeINO8", "method": "the ωB97M-V functional and the def2-TZVPD basis", "e_lumo_ev": [2.05, 0.42], "spin_multiplicity": 6, "total_charge": -1, "energy_ev": -85472.63087, "homo_lumo_gap_ev": [5.559, 3.932], "s_squared": 8.763, "max_force_ev_per_a": 7.9, "elements": ["Fe", "C", "C", "C", "O", "C", "C", "C", "O", "O", "O", "H", "H", "C", "O", "O", "C", "F", "F", "F", "C", "C", "H", "H", "H", "H", "H", "H", "I", "C", "O", "C", "C", "N", "C", "C", "O", "C", "H", "H", "H", "H", "H", "H", "H", "H", "H", "H", "H", "H", "H", "H", "H"], "xyz": [[-0.39, -0.58, 0.32], [-2.32, 2.15, 2.42], [-2.77, 0.89, 1.87], [-4.31, 0.46, 2.03], [-4.58, -0.79, 2.01], [-5.25, 1.50, 2.33], [-4.79, 2.69, 2.78], [-3.25, 2.98, 2.85], [-2.79, 4.10, 3.34], [-5.70, 3.55, 2.83], [-2.13, 0.01, 1.30], [-1.27, 2.31, 2.61], [-6.31, 1.28, 2.45], [1.85, -1.44, -2.42], [3.09, -1.93, -2.05], [1.09, -1.12, -1.21], [2.04, -0.40, -3.60], [2.32, 0.80, -3.22], [3.01, -0.76, -4.45], [0.93, -0.31, -4.32], [3.31, -3.23, -1.36], [4.74, -3.47, -1.16], [4.88, -4.53, -0.96], [5.10, -3.39, -2.18], [5.36, -2.84, -0.53], [2.88, -4.03, -1.95], [2.83, -3.20, -0.38], [1.50, -2.35, -2.92], [-1.50, -3.09, 0.73], [-2.66, -0.56, -1.82], [-1.50, 0.10, -1.34], [-1.36, 1.48, -1.61], [-0.07, 2.01, -0.95], [-0.08, 1.59, 0.46], [1.22, 1.95, 1.10], [2.02, 0.71, 1.47], [1.13, -0.42, 1.73], [1.84, -1.50, 2.31], [-2.65, -0.49, -2.91], [-3.55, -0.14, -1.36], [-2.67, -1.65, -1.70], [-2.12, 2.10, -1.13], [-1.22, 1.71, -2.67], [-0.13, 3.09, -1.12], [0.82, 1.59, -1.41], [-0.82, 2.06, 0.95], [0.94, 2.56, 1.96], [1.84, 2.60, 0.49], [2.64, 1.01, 2.31], [2.76, 0.35, 0.75], [2.44, -1.29, 3.19], [2.57, -1.90, 1.59], [1.05, -2.21, 2.54]], "lowdin_spin": [4.234, 0.018, 0.008, 0.012, 0.008, 0.002, -0.001, 0.002, 0.022, -0.005, 0.121, 0.001, 0.001, 0.012, 0.006, 0.130, 0.002, 0.000, 0.001, 0.000, 0.000, 0.000, 0.000, 0.000, 0.000, 0.000, 0.000, 0.002, 0.219, 0.005, 0.051, 0.004, 0.003, 0.067, 0.005, 0.004, 0.052, 0.005, 0.001, 0.000, 0.002, 0.000, 0.001, 0.002, -0.001, 0.001, 0.000, 0.001, 0.001, 0.000, 0.001, 0.000, 0.001]}

No. 4
{"formula": "C28H35ClN5RhSi2", "method": "the ωB97M-V functional and the def2-TZVPD basis", "e_lumo_ev": [-5.27, -8.40], "spin_multiplicity": 5, "total_charge": 2, "energy_ev": -68325.86440, "homo_lumo_gap_ev": [8.677, 5.710], "s_squared": 6.024, "e_above_lowest_ev": 0.0000, "max_force_ev_per_a": 0.3, "elements": ["Rh", "C", "Si", "C", "C", "C", "C", "C", "C", "C", "C", "N", "Si", "C", "C", "C", "H", "H", "H", "H", "H", "H", "H", "H", "H", "H", "H", "H", "H", "H", "H", "H", "H", "H", "H", "H", "H", "H", "C", "C", "N", "C", "C", "C", "C", "C", "C", "C", "C", "N", "C", "N", "H", "H", "H", "H", "H", "H", "H", "H", "H", "Cl", "C", "C", "C", "C", "N", "C", "H", "H", "H", "H"], "xyz": [[0.31, 0.12, 0.29], [-1.01, -3.59, 2.22], [-0.39, -3.59, 0.45], [-1.19, -4.95, -0.54], [1.48, -3.76, 0.45], [-0.81, -1.86, -0.25], [-2.01, -1.18, 0.20], [-3.25, -1.78, 0.44], [-4.33, -0.99, 0.79], [-4.16, 0.38, 0.94], [-2.90, 0.92, 0.74], [-1.87, 0.17, 0.38], [-0.21, -1.37, -2.05], [-0.57, 0.43, -2.47], [1.57, -1.80, -2.39], [-1.38, -2.40, -3.08], [-0.65, -4.50, 2.71], [-2.09, -3.60, 2.30], [-0.63, -2.74, 2.79], [-1.08, -5.90, 0.00], [-0.71, -5.09, -1.51], [-2.25, -4.80, -0.71], [1.79, -4.32, 1.34], [2.00, -2.80, 0.46], [1.84, -4.32, -0.42], [-3.37, -2.84, 0.30], [-5.31, -1.44, 0.95], [-4.98, 1.02, 1.23], [-2.71, 1.98, 0.88], [-0.05, 1.25, -1.97], [-1.64, 0.64, -2.44], [-0.25, 0.52, -3.52], [2.29, -1.16, -1.88], [1.73, -1.67, -3.46], [1.80, -2.84, -2.16], [-2.42, -2.23, -2.83], [-1.16, -3.46, -2.99], [-1.23, -2.11, -4.13], [4.11, 2.15, -0.40], [3.13, 1.19, -0.25], [1.83, 1.52, -0.21], [1.47, 2.80, -0.28], [2.39, 3.83, -0.38], [3.73, 3.49, -0.47], [1.94, 5.24, -0.43], [1.16, 5.87, 0.45], [0.59, 5.40, 1.72], [-0.01, 6.33, 2.57], [-0.52, 5.87, 3.77], [-0.43, 4.59, 4.13], [0.16, 3.79, 3.26], [0.67, 4.11, 2.08], [5.15, 1.86, -0.45], [3.38, 0.14, -0.18], [0.41, 3.02, -0.25], [4.49, 4.26, -0.58], [2.33, 5.82, -1.26], [0.96, 6.92, 0.24], [-0.08, 7.38, 2.30], [-1.00, 6.54, 4.47], [0.26, 2.75, 3.55], [-1.34, 0.19, 5.76], [-0.07, -0.23, 4.68], [1.12, -0.76, 5.13], [2.10, -1.06, 4.20], [1.86, -0.82, 2.86], [0.70, -0.31, 2.43], [-0.25, -0.02, 3.33], [1.28, -0.93, 6.19], [3.05, -1.48, 4.51], [2.60, -1.05, 2.11], [-1.18, 0.39, 2.95]], "lowdin_spin": [2.431, 0.011, 0.052, 0.015, 0.008, 0.516, 0.061, 0.087, -0.005, 0.089, 0.016, 0.167, 0.094, 0.037, 0.002, 0.069, 0.001, 0.001, 0.000, 0.002, 0.000, 0.000, 0.001, 0.002, 0.000, 0.003, -0.002, 0.005, 0.001, 0.007, 0.000, 0.007, 0.001, 0.000, 0.000, 0.000, 0.000, 0.010, 0.005, 0.020, 0.103, 0.020, 0.004, 0.004, 0.000, 0.000, 0.000, 0.000, 0.000, 0.000, 0.000, 0.000, 0.001, 0.005, 0.003, 0.000, 0.000, 0.000, 0.000, 0.000, 0.000, 0.001, 0.003, 0.003, 0.004, 0.014, 0.104, 0.013, 0.000, 0.001, 0.003, 0.001]}